1.
2 unconnected molecules or ions with the total composition C5H14, computed with wB97M-V/def2-TZVPD.

Atoms and positions in Å:
C 2.484 0.124 -0.016
C 1.572 -0.854 0.679
C 0.953 -0.128 1.858
H 1.988 1.180 -0.184
H 2.642 -0.140 -1.040
H 3.386 0.398 0.558
H 0.665 -1.220 0.085
H 2.107 -1.638 1.067
H 1.809 0.249 2.495
H 0.254 0.842 1.587
H 0.182 -0.679 2.323
C -2.968 0.185 -1.479
C -1.529 0.332 -0.828
H -3.105 0.333 -2.537
H -3.119 -0.856 -1.261
H -3.784 0.695 -1.003
H -1.212 1.379 -1.258
H -0.723 -0.517 -1.227
H -1.601 0.314 0.181

The LUMO energy is 1.11 eV. Its net charge is 0. The value obtained for the orbital gap is 12.05 eV. The HOMO energy is -0.402 Eh. Its SMILES is CCC.CC. As for the relative energy (zero: lowest compared OMol25 entry of this formula, charge and spin): 42.31 kcal per mole. The value obtained for the largest force on an atom is 0.130 hartree/bohr.

natural (NBO) population analysis, charges in e, atoms 1 to 2: -0.6146, -0.4138


2.
A single C6H12O molecule, computed with wB97M-V/def2-TZVPD.

Atoms and positions in Å:
C 2.095 -0.518 0.262
C 1.287 0.467 0.661
O 1.105 0.813 1.968
C 0.409 1.282 -0.244
C -1.085 1.003 0.005
C -1.434 -0.485 0.100
C -0.997 -1.299 -1.123
H 2.210 -0.746 -0.791
H 2.639 -1.138 0.970
H 1.676 0.253 2.511
H 0.608 2.348 -0.079
H 0.671 1.058 -1.283
H -1.398 1.506 0.928
H -1.660 1.457 -0.814
H -2.517 -0.576 0.248
H -0.968 -0.902 1.002
H 0.034 -1.645 -1.009
H -1.631 -2.179 -1.271
H -1.044 -0.699 -2.040

The LUMO energy is 0.91 eV. Its net charge is 0. The value obtained for the orbital gap is 9.77 eV. The HOMO energy is -0.326 Eh. Its SMILES is C=C(O)CCCC. As for the relative energy (zero: lowest compared OMol25 entry of this formula, charge and spin): 16.06 kcal per mole. The value obtained for the largest force on an atom is 0.007 hartree/bohr.

natural (NBO) population analysis, charges in e, atoms 1 to 2: -0.5576, 0.3492


3.
A gas-phase ion, C4H10N5 (charge +1), computed with wB97M-V/def2-TZVPD.

Atoms and positions in Å:
C -0.716 -0.376 1.851
C -0.120 -0.822 0.487
C 1.176 -1.658 0.587
N 0.188 0.273 -0.417
N 1.504 0.959 -0.384
C 1.310 1.888 -1.243
N 0.083 1.972 -1.779
N -0.527 0.928 -1.266
N -1.807 0.592 -1.434
H -0.859 -1.356 2.437
H -1.600 0.081 1.566
H -0.027 0.484 2.265
H -0.698 -1.432 -0.172
H 1.469 -2.284 -0.272
H 1.253 -2.479 1.384
H 1.940 -0.998 0.961
H 2.051 2.534 -1.501
H -2.473 0.795 -0.713
H -2.148 0.897 -2.357

The LUMO energy is -5.00 eV. Its net charge is +1. The value obtained for the orbital gap is 10.73 eV. The HOMO energy is -0.578 Eh. Its SMILES is CC(C)[n+]1ncnn1N. As for the relative energy (zero: lowest compared OMol25 entry of this formula, charge and spin): 138.62 kcal per mole. The value obtained for the largest force on an atom is 0.118 hartree/bohr.

natural (NBO) population analysis, charges in e, atoms 1 to 2: -0.6018, -0.0780


4.
A molecular structure, C3H10N4O, computed with wB97M-V/def2-TZVPD.

Atoms and positions in Å:
C -0.932 0.323 1.378
C 0.797 -0.150 -0.119
C -1.344 -0.746 -1.138
H -0.350 1.378 1.687
H -1.854 0.360 0.709
H -1.363 -0.409 2.333
H 2.146 0.529 1.203
H 1.708 -0.630 2.709
H -2.111 0.391 -1.191
H -1.623 -1.265 -2.293
H -1.379 -1.239 -0.216
H 1.982 0.359 -1.904
H -0.105 1.315 -2.755
N 0.312 -0.289 1.112
N 1.280 0.156 2.190
N 0.021 -0.195 -1.139
N 0.740 0.146 -2.373
O 2.075 -0.035 -0.194

The LUMO energy is 0.18 eV. Its net charge is 0. The value obtained for the orbital gap is 8.83 eV. The HOMO energy is -0.318 Eh. As for the relative energy (zero: lowest compared OMol25 entry of this formula, charge and spin): 252.68 kcal per mole. The value obtained for the largest force on an atom is 0.142 hartree/bohr.

natural (NBO) population analysis, charges in e, atoms 1 to 2: -0.4798, 0.7355


5.
6 unconnected molecules or ions with the total composition C23H47O10P, computed with wB97M-V/def2-TZVPD.

Atoms and positions in Å:
C -0.701 -5.047 0.799
C -0.196 -4.404 -0.490
O -0.310 -2.973 -0.307
P -0.556 -2.130 -1.654
O -0.009 -2.823 -2.816
C -2.348 -1.876 -1.812
C -2.921 -0.750 -0.928
C -2.505 -0.794 0.527
O -3.438 -1.626 1.282
C -2.913 -1.901 2.498
O -3.019 -2.961 2.994
O 0.033 -0.657 -1.510
C 1.308 -0.555 -0.818
C 1.176 0.318 0.417
H -1.699 -4.659 0.999
H -0.062 -4.683 1.602
H -0.667 -6.132 0.739
H 0.864 -4.636 -0.573
H -0.748 -4.773 -1.346
H -2.889 -2.811 -1.698
H -2.463 -1.559 -2.848
H -4.004 -0.866 -0.932
H -2.657 0.219 -1.339
H -1.490 -1.150 0.695
H -2.547 0.226 0.916
H -2.414 -1.048 2.982
H 2.029 -0.142 -1.523
H 1.697 -1.520 -0.491
H 0.433 -0.070 1.107
H 2.149 0.322 0.901
H 0.932 1.329 0.102
C 5.056 1.778 -3.188
C 4.573 1.682 -1.763
C 5.110 2.690 -0.779
O 3.783 0.828 -1.422
H 4.585 0.994 -3.778
H 4.787 2.748 -3.609
H 6.137 1.652 -3.223
H 4.844 3.700 -1.097
H 6.191 2.602 -0.712
H 4.674 2.501 0.201
C -2.293 4.391 -0.110
C -3.133 3.338 0.571
C -4.500 3.751 1.045
O -2.717 2.210 0.726
H -1.337 3.960 -0.400
H -2.803 4.754 -1.004
H -2.115 5.224 0.572
H -5.103 4.088 0.202
H -4.418 4.554 1.774
H -4.993 2.902 1.513
C 0.142 -10.026 -0.533
C -0.613 -9.222 0.496
C -1.842 -9.857 1.098
O -0.249 -8.117 0.825
H 0.999 -9.454 -0.882
H 0.495 -10.960 -0.093
H -0.506 -10.246 -1.383
H -1.572 -10.784 1.608
H -2.573 -10.070 0.316
H -2.286 -9.174 1.819
C 9.938 2.653 -3.185
C 8.974 3.424 -2.318
C 9.552 4.512 -1.448
O 7.788 3.181 -2.320
H 9.393 1.905 -3.757
H 10.440 3.330 -3.878
H 10.680 2.151 -2.563
H 10.039 5.266 -2.068
H 10.279 4.087 -0.753
H 8.754 4.983 -0.879
C -8.628 6.329 3.224
C -7.179 5.906 3.209
C -6.345 6.278 4.412
O -6.708 5.297 2.277
H -9.109 6.000 2.305
H -9.141 5.876 4.074
H -8.699 7.415 3.291
H -6.763 5.823 5.311
H -6.321 7.362 4.529
H -5.329 5.915 4.274

The LUMO energy is 0.65 eV. Its net charge is 0. The value obtained for the orbital gap is 10.00 eV. The HOMO energy is -0.344 Eh. Its SMILES is CCOP(=O)(CCCOC=O)OCC.CC(C)=O.CC(C)=O.CC(C)=O.CC(C)=O.CC(C)=O. The value obtained for the largest force on an atom is 0.036 hartree/bohr.

Löwdin population analysis, charges in e, atoms 1 to 2: -0.0577, -0.2556


6.
A molecular structure, C32H30F5N10O4PbSeTe, computed with wB97M-V/def2-TZVPD.

Atoms and positions in Å:
Pb -1.372 -0.513 -0.129
N 1.506 -2.193 1.176
C 1.395 -1.060 1.884
N 2.398 -0.756 2.699
C 2.245 0.372 3.389
N 3.236 0.755 4.195
N 1.149 1.164 3.350
C 0.240 0.796 2.481
N 0.302 -0.287 1.696
C -0.972 1.655 2.363
C -1.095 2.819 3.098
C -2.236 3.590 2.932
C -3.207 3.178 2.039
C -3.002 2.000 1.342
N -1.916 1.251 1.508
H 2.298 -2.784 1.361
H 0.743 -2.554 0.631
H 4.075 0.205 4.248
H 3.155 1.616 4.705
H -0.296 3.108 3.764
H -2.355 4.513 3.484
H -4.098 3.761 1.858
H -3.714 1.665 0.597
O 1.541 1.580 -0.297
C 1.807 0.695 -1.064
N 2.911 0.546 -1.849
C 2.873 -0.666 -2.655
C 1.526 -1.173 -2.151
O 1.090 -2.323 -2.618
N 0.962 -0.454 -1.263
C 3.936 -1.686 -2.233
C 4.027 -2.906 -2.902
C 4.953 -3.855 -2.504
C 5.799 -3.597 -1.432
C 5.710 -2.388 -0.763
C 4.778 -1.435 -1.158
C 2.848 -0.340 -4.147
C 3.972 -0.512 -4.944
C 3.940 -0.133 -6.279
C 2.789 0.416 -6.822
C 1.667 0.600 -6.024
C 1.698 0.228 -4.691
H 3.477 1.341 -2.097
H 3.381 -3.109 -3.747
H 5.019 -4.795 -3.035
H 6.527 -4.337 -1.126
H 6.369 -2.177 0.068
H 4.712 -0.496 -0.627
H 4.876 -0.937 -4.529
H 4.821 -0.266 -6.894
H 2.767 0.708 -7.863
H 0.770 1.041 -6.436
H 0.826 0.405 -4.072
C -0.715 -3.694 -2.745
O -0.100 -2.709 -1.911
H -1.008 -3.257 -3.698
H -1.591 -4.000 -2.177
H -0.046 -4.541 -2.889
C -5.496 -1.233 1.659
N -4.570 -0.764 2.673
C -3.357 -1.298 2.931
Se -2.545 -2.718 2.087
N -2.828 -0.598 3.959
C -3.691 0.413 4.360
C -3.595 1.395 5.332
C -4.666 2.266 5.446
C -5.790 2.156 4.621
C -5.883 1.171 3.651
C -4.809 0.302 3.539
H -5.276 -2.275 1.442
H -5.405 -0.645 0.744
H -6.512 -1.146 2.039
H -1.930 -0.828 4.350
H -2.728 1.477 5.973
H -4.636 3.045 6.195
H -6.606 2.854 4.744
H -6.752 1.092 3.012
F 0.083 2.413 -2.828
Te -1.478 2.965 -1.958
F -2.335 2.880 -3.600
F -0.941 4.671 -2.418
F -0.717 3.368 -0.297
F -3.058 3.699 -1.276
O -1.872 1.266 -1.477

The LUMO energy is -2.86 eV. Its net charge is +1. The value obtained for the orbital gap is 7.50 eV. The HOMO energy is -0.381 Eh. As for the relative energy (zero: lowest compared OMol25 entry of this formula, charge and spin): 49.83 kcal per mole. The value obtained for the largest force on an atom is 0.006 hartree/bohr.

Löwdin population analysis, charges in e, atoms 1 to 2: 1.3361, 0.2027


7.
A molecular structure, C13H23AlClIOP2, computed with wB97M-V/def2-TZVPD.

Atoms and positions in Å:
C -1.047 -2.822 -2.729
I 1.580 -2.514 -0.211
H -2.136 -2.771 -2.873
H -0.811 -3.810 -2.305
H -0.556 -2.736 -3.704
Al -0.394 -1.522 -1.404
P -0.439 0.532 -2.738
C 1.020 1.066 -3.687
C -1.621 0.076 -4.046
H -2.014 1.902 -1.494
H -1.541 2.640 -3.058
H -0.422 2.723 -1.657
C -1.171 2.105 -2.169
H -2.572 -0.232 -3.599
H -1.780 0.953 -4.685
H 0.714 1.878 -4.365
H 1.383 0.208 -4.271
H -1.217 -0.754 -4.636
H 1.807 1.409 -3.003
C 1.090 0.218 -0.608
O 2.084 0.845 -0.562
Cl -2.389 -1.122 -0.572
C -1.924 0.179 2.292
P -0.341 0.326 1.380
C -0.172 2.129 1.367
C 0.801 -0.223 2.693
C 0.822 -1.601 2.967
C 1.772 -2.094 3.859
C 2.586 -1.217 4.579
C 2.497 0.158 4.364
C 1.603 0.663 3.416
H -2.763 0.531 1.684
H -1.852 0.762 3.216
H -2.098 -0.871 2.540
H -0.337 2.501 2.383
H 0.823 2.408 1.003
H -0.923 2.553 0.688
H 0.131 -2.277 2.462
H 1.878 -3.168 3.994
H 3.282 -1.618 5.317
H 3.110 0.850 4.942
H 1.536 1.735 3.232

The LUMO energy (spin up / spin down) is -10.39 / -10.98 eV. Its net charge is +2. The value obtained for the orbital gap (spin up / spin down) is 5.09 / 4.44 eV. The HOMO energy (spin up / spin down) is -0.569 / -0.567 Eh. The value obtained for the largest force on an atom is 0.086 hartree/bohr.

natural (NBO) population analysis, charges in e, atoms 1 to 2: -1.0629, -0.0107


8.
A single C2H5FN2O molecule, computed with wB97M-V/def2-TZVPD.

Atoms and positions in Å:
N 0.168 -1.741 -0.283
N -0.425 -0.988 0.637
C -0.347 0.431 0.628
O -0.528 1.052 1.703
C 0.521 0.993 -0.542
F 0.305 0.410 -1.761
H 1.073 -1.892 0.113
H 0.388 -1.196 -1.248
H -1.151 -1.499 1.229
H 0.350 2.086 -0.612
H 1.575 0.959 -0.252

The LUMO energy is 0.69 eV. Its net charge is 0. The value obtained for the orbital gap is 9.83 eV. The HOMO energy is -0.336 Eh. Its SMILES is NNC(=O)CF. As for the relative energy (zero: lowest compared OMol25 entry of this formula, charge and spin): 37.88 kcal per mole. The value obtained for the largest force on an atom is 0.106 hartree/bohr.

natural (NBO) population analysis, charges in e, atoms 1 to 2: -0.6601, -0.4645


9.
A single C7H13NO3 molecule, computed with wB97M-V/def2-TZVPD.

Atoms and positions in Å:
C 1.397 -1.519 0.210
C -0.120 -1.213 -0.230
C -0.509 0.260 -0.172
C 0.541 1.209 -0.832
C -0.528 0.730 1.300
C -1.913 0.576 -0.753
O -2.479 1.772 -0.379
N -2.896 -0.537 -0.530
O -3.089 -1.052 0.900
C -4.090 -0.615 0.129
O -5.216 -0.334 -0.029
H 2.315 -1.062 -0.375
H 1.736 -1.053 1.184
H 1.563 -2.609 0.305
H -0.791 -1.758 0.515
H -0.159 -1.630 -1.318
H 1.391 1.418 -0.141
H 0.020 2.202 -0.965
H 0.810 0.643 -1.717
H 0.300 0.196 1.870
H -1.454 0.328 1.808
H -0.240 1.874 1.389
H -1.991 0.672 -1.854
H -2.419 1.965 0.510

The LUMO energy is 0.62 eV. Its net charge is 0. The value obtained for the orbital gap is 10.76 eV. The HOMO energy is -0.373 Eh. Its SMILES is CCC(C)(C)[C@H](O)N1OC1=O. As for the relative energy (zero: lowest compared OMol25 entry of this formula, charge and spin): 114.86 kcal per mole. The value obtained for the largest force on an atom is 0.064 hartree/bohr.

natural (NBO) population analysis, charges in e, atoms 1 to 2: -0.6362, -0.4135


10.
A molecular structure, C20H46EuO2P4, computed with wB97M-V/def2-TZVPD.

Atoms and positions in Å:
Eu 0.276 -0.779 0.583
P 1.399 1.761 1.305
P -1.386 -0.845 3.073
P 0.868 -0.709 -2.247
H -3.496 -0.777 0.170
C -3.049 -1.326 -0.667
C -2.730 -2.625 -0.578
H -2.915 -3.207 0.330
C 0.520 3.327 0.978
C 1.839 1.797 3.074
C 2.993 1.885 0.424
C -2.823 -1.993 3.203
C -0.563 -1.169 4.682
C -2.236 0.751 3.432
C -0.032 -1.809 -3.415
C 2.626 -0.983 -2.675
C 0.519 0.929 -2.992
H -2.795 -0.729 -1.549
H -2.199 -3.144 -1.382
H 1.057 4.222 1.327
H -0.471 3.278 1.458
H 0.335 3.378 -0.108
H 2.474 2.644 3.356
H 2.366 0.859 3.299
H 0.910 1.815 3.660
H 3.636 2.699 0.776
H 2.793 2.005 -0.649
H 3.519 0.929 0.567
H -3.514 -1.652 3.989
H -2.459 -3.001 3.448
H -3.348 -2.034 2.238
H -1.191 -0.841 5.527
H 0.397 -0.626 4.714
H -0.354 -2.246 4.777
H -2.835 0.673 4.352
H -2.894 1.004 2.587
H -1.489 1.552 3.540
H 0.090 -1.473 -4.456
H -1.097 -1.805 -3.141
H 0.354 -2.831 -3.302
H 2.829 -0.777 -3.739
H 2.879 -2.032 -2.442
H 3.253 -0.329 -2.042
H 0.766 0.943 -4.062
H 1.074 1.721 -2.467
H -0.553 1.136 -2.856
C -0.979 4.440 -2.966
C -1.479 5.772 -2.984
C -2.621 6.006 -3.791
C -3.186 4.938 -4.529
C -2.518 3.691 -4.635
C -1.322 3.510 -3.951
O -0.220 3.956 -1.926
H -0.083 4.684 -1.287
H -0.967 6.578 -2.417
H -3.058 7.014 -3.839
H -4.125 5.087 -5.065
H -2.903 2.886 -5.245
H -0.659 2.659 -4.095
C 1.481 -4.621 -0.096
P 2.004 -3.835 1.437
C 0.992 -4.455 2.783
C 3.716 -4.304 1.758
O 1.869 -2.312 1.319
H 1.664 -5.705 -0.060
H 2.050 -4.193 -0.936
H 0.412 -4.452 -0.283
H 1.113 -5.539 2.907
H 1.286 -3.958 3.715
H -0.070 -4.241 2.601
H 4.355 -3.937 0.950
H 4.051 -3.843 2.691
H 3.855 -5.389 1.841

The LUMO energy (spin up / spin down) is -12.16 / -9.52 eV. Its net charge is +3. The expectation value of S² is 12.04. The value obtained for the orbital gap (spin up / spin down) is 2.12 / 4.78 eV. Its multiplicity is 7. The HOMO energy (spin up / spin down) is -0.525 / -0.525 Eh. As for the relative energy (zero: lowest compared OMol25 entry of this formula, charge and spin): 0.00 kcal per mole. The value obtained for the largest force on an atom is 0.048 hartree/bohr.

Löwdin population analysis, charges in e, atoms 1 to 2: 1.5826, 0.6793


Sequential E output: -198.82174; -311.03368; -431.80326; -414.21057; -1998.37391; -5447.53543; -2266.82555; -363.75058; -554.85707; -3014.96034 a.u.